# 1
This record from the Open Molecules 2025 dataset describes C5H7NO in the gas phase. The level of theory is ωB97M-V with the def2-TZVPD basis set.

Summary:
HOMO (alpha / beta): -7.326 / -7.325 eV
Total charge: 0
Energy above the lowest of the compared OMol25 structures with the same formula, charge and spin: 1.849 eV

Geometry (Å):
1 C -1.3313 0.6297 0.7949
2 C -0.2498 -0.1243 -1.2303
3 C -0.0910 0.8195 -0.0923
4 C 1.1439 0.2970 0.5988
5 N 1.4399 -0.8407 0.0989
6 C 0.5058 -1.2545 -1.1072
7 O 0.6725 -2.3581 -1.5993
8 H -1.4189 1.4116 1.5473
9 H -1.3119 -0.3715 1.2582
10 H -2.2319 0.6382 0.1565
11 H -1.1019 -0.0347 -1.8833
12 H 0.0545 1.8909 -0.3385
13 H 1.7390 0.7626 1.3898
14 H 2.1812 -1.4658 0.4065

=====

# 2
This record from the Open Molecules 2025 dataset describes a 2-piece molecular cluster, C2H8NO overall. The level of theory is ωB97M-V with the def2-TZVPD basis set.

Summary:
HOMO: -15.503 eV
Total charge: +1
Energy above the lowest of the compared OMol25 structures with the same formula, charge and spin: 0.645 eV

Geometry (Å):
1 O -2.4704 -1.7368 1.1855
2 H -3.4462 -1.6676 1.1747
3 H -2.4278 -2.6299 0.8476
4 H 1.7778 1.8057 0.5878
5 C 1.6608 1.4945 -0.4494
6 C 0.6009 0.5274 -0.7643
7 N 0.2309 -0.3909 0.0477
8 H 2.6093 1.1237 -0.8433
9 H 1.4375 2.4441 -0.9437
10 H -0.0377 0.6327 -1.6366
11 H 0.4875 -0.4881 1.0281
12 H -0.4226 -1.1149 -0.2341

=====

# 3
This record from the Open Molecules 2025 dataset describes a 3-piece molecular cluster, C17H20F16INO4 overall. The level of theory is ωB97M-V with the def2-TZVPD basis set.

Summary:
SMILES: C[C@@H](I)C[C@H]1CC(=O)O[C@@H]1N.FC(F)C(F)(F)COC(F)(F)C(F)F.FC(F)C(F)(F)COC(F)(F)C(F)F
HOMO: -9.623 eV
Total charge: 0
Energy above the lowest of the compared OMol25 structures with the same formula, charge and spin: 0.690 eV

Geometry (Å):
1 C 4.2390 3.5948 1.1422
2 C 3.7559 4.2489 -0.1936
3 I 3.6386 6.3948 0.1367
4 C 4.7138 3.8831 -1.3434
5 C 4.0370 3.4419 -2.6608
6 C 4.8752 2.2469 -3.2418
7 C 3.8327 1.3941 -4.0019
8 O 3.9546 0.3717 -4.4728
9 O 2.6854 2.1148 -3.9530
10 C 2.7028 2.7067 -2.6245
11 N 1.5115 3.5018 -2.5981
12 H 3.4824 2.8689 1.4496
13 H 5.1596 3.0331 1.0175
14 H 4.3150 4.3085 1.9538
15 H 2.7407 3.9042 -0.3327
16 H 5.4711 3.1696 -1.0381
17 H 5.2736 4.7877 -1.5819
18 H 4.1094 4.1596 -3.4725
19 H 5.7309 2.4944 -3.8632
20 H 5.2500 1.6074 -2.4377
21 H 2.7531 1.8432 -1.9467
22 H 0.7439 2.8896 -2.3543
23 H 1.5970 4.2602 -1.9383
24 F 1.2202 -0.1824 -0.9976
25 C 0.2517 -0.4375 -1.9051
26 F -0.2755 0.7600 -2.2701
27 C -0.8489 -1.3300 -1.3366
28 F -1.5234 -0.6907 -0.3515
29 F -1.7460 -1.5396 -2.3392
30 C -0.4126 -2.7164 -0.8382
31 O -0.1676 -2.8531 0.5522
32 C 1.0616 -2.4686 1.0484
33 F 1.9383 -2.2756 0.0433
34 F 1.5263 -3.5042 1.7750
35 C 0.9586 -1.2506 1.9676
36 F 0.3657 -0.2134 1.3405
37 F 2.1970 -0.8511 2.3383
38 H 0.7083 -0.8892 -2.7901
39 H -1.2560 -3.3778 -1.0217
40 H 0.4020 -3.1280 -1.4344
41 H 0.3781 -1.4946 2.8599
42 F -6.2353 -3.9269 2.0994
43 C -5.3370 -4.1348 1.1146
44 F -4.9762 -5.4415 1.1652
45 C -4.0970 -3.2587 1.2829
46 F -3.4099 -3.6017 2.3914
47 F -3.2764 -3.5270 0.2229
48 C -4.3354 -1.7411 1.2841
49 O -4.4398 -1.1078 2.5487
50 C -5.6580 -1.1372 3.1970
51 F -6.6306 -1.5405 2.3569
52 F -5.9438 0.1360 3.5393
53 C -5.6139 -1.9770 4.4736
54 F -5.1932 -3.2315 4.2155
55 F -6.8534 -2.0605 5.0086
56 H -5.8163 -3.9508 0.1486
57 H -3.4446 -1.3014 0.8409
58 H -5.1526 -1.4544 0.6219
59 H -4.9378 -1.5263 5.2034

=====

# 4
This record from the Open Molecules 2025 dataset describes C18H43FGaO8 as an isolated structure. The level of theory is ωB97M-V with the def2-TZVPD basis set.

Summary:
HOMO: -4.715 eV
Total charge: -1

Geometry (Å):
1 C -3.5874 1.0753 3.3354
2 C -4.1060 1.3057 1.9304
3 O -3.8721 0.1361 1.1774
4 C -4.6627 -0.0209 0.0049
5 C -4.9646 1.2303 -0.8082
6 Ga -3.3254 2.2192 -1.5576
7 O -1.7440 1.2303 -1.2573
8 C -3.1842 4.0739 -0.6806
9 C -4.5134 4.7582 -0.5140
10 F -5.1644 4.3233 0.6517
11 H -4.1764 0.2986 3.8101
12 H -3.7514 1.9921 3.8925
13 H -2.5342 0.8331 3.3287
14 H -3.5466 2.1292 1.4975
15 H -5.1614 1.5471 2.0050
16 H -5.5910 -0.5560 0.2465
17 H -4.0924 -0.6827 -0.6376
18 H -5.4993 0.8786 -1.6870
19 H -5.6434 1.9078 -0.3021
20 H -3.5683 2.4820 -3.1438
21 H -1.0098 1.6877 -1.7003
22 H -2.5677 4.7166 -1.3063
23 H -2.7210 4.0518 0.3032
24 H -5.1770 4.5818 -1.3589
25 H -4.3899 5.8385 -0.4092
26 C 4.5866 -1.0772 -2.4655
27 O 3.5173 -1.2657 -3.3624
28 C 3.3770 -2.5997 -3.8166
29 C 1.9230 -2.9983 -3.9598
30 O 1.2498 -3.2141 -2.7354
31 C 0.8829 -2.0722 -1.9631
32 C -0.2677 -1.2567 -2.4964
33 O 0.0994 -0.4839 -3.6349
34 C -0.9973 -0.2810 -4.5007
35 H 5.5538 -1.1405 -2.9804
36 H 4.4813 -0.0842 -2.0320
37 H 4.5595 -1.8101 -1.6513
38 H 3.8686 -3.2960 -3.1270
39 H 3.8632 -2.6839 -4.7992
40 H 1.9129 -3.9722 -4.4589
41 H 1.3819 -2.2994 -4.6008
42 H 1.7493 -1.4411 -1.7557
43 H 0.5446 -2.4828 -1.0088
44 H -0.6018 -0.5662 -1.7132
45 H -1.1081 -1.9153 -2.7395
46 H -1.5191 -1.2220 -4.7145
47 H -0.6240 0.1286 -5.4401
48 H -1.6930 0.4307 -4.0486
49 C -0.4056 -0.2225 2.6186
50 O 0.7764 -0.9594 2.8879
51 C 1.2951 -1.6144 1.7443
52 C 2.8072 -1.6145 1.7276
53 O 3.4001 -0.3596 1.4304
54 C 3.3757 0.6546 2.4197
55 C 4.3349 0.4427 3.5695
56 O 3.8839 -0.5697 4.4565
57 C 4.9220 -1.3383 5.0151
58 H -1.2580 -0.8864 2.4463
59 H -0.6113 0.3959 3.4914
60 H -0.2814 0.4319 1.7503
61 H 0.9285 -1.1373 0.8296
62 H 0.9442 -2.6557 1.7547
63 H 3.1141 -2.2661 0.9047
64 H 3.2131 -2.0427 2.6465
65 H 2.3629 0.8414 2.7791
66 H 3.7077 1.5545 1.8959
67 H 4.4163 1.3808 4.1355
68 H 5.3262 0.1934 3.1743
69 H 5.6179 -1.6906 4.2450
70 H 4.4667 -2.2053 5.4919
71 H 5.4775 -0.7675 5.7695

=====

no.,energy (eV)
1,-8834.3537
2,-5734.2386
3,-79213.2148
4,-90834.1737